(1)
C23H28BBrCeF3N6O10P2 as an isolated structure at a distorted geometry, computed with ωB97M-V/def2-TZVPD.

The geometry in ORCA input format:
```
! wB97M-V def2-TZVPD RIJCOSX def2/J DEFGRID3
* xyz -1 1
Ce 0.299 -0.429 0.669
N 1.536 0.885 -3.027
C 1.016 2.022 -2.276
C 0.904 3.288 -3.098
P 2.166 2.228 -0.840
O 1.610 3.578 -0.140
O 3.567 2.404 -1.290
O 1.845 1.073 0.077
P -0.512 1.509 -1.389
O -1.661 2.075 -2.434
O -0.705 2.215 -0.083
O -0.624 0.019 -1.355
H 2.539 1.013 -3.152
H 1.082 0.802 -3.936
H 1.186 -0.712 -2.420
H 1.904 3.620 -3.387
H 0.448 4.075 -2.504
H 0.291 3.126 -3.988
H 0.697 3.334 0.106
H -2.479 1.803 -2.021
O -0.662 1.886 3.242
B 0.407 0.989 2.929
O 1.566 1.594 3.571
C 1.179 2.719 4.190
C 1.913 3.599 4.959
C 1.239 4.674 5.525
C -0.117 4.863 5.310
C -0.863 3.984 4.534
C -0.201 2.903 3.979
H 2.971 3.451 5.116
H 1.777 5.376 6.149
H -0.609 5.710 5.770
H -1.921 4.131 4.371
N 3.848 0.057 2.072
N 3.998 -0.338 0.780
N 5.053 -0.012 0.084
C 4.791 -0.582 -1.080
N 3.643 -1.251 -1.060
N 3.147 -1.074 0.124
H 3.693 1.066 2.115
H 3.027 -0.408 2.466
H 5.426 -0.500 -1.935
C -4.653 1.250 0.740
C -4.601 -0.283 0.679
C -5.018 -0.769 -0.716
C -5.532 -0.869 1.750
C -3.212 -0.703 0.916
C -2.052 -1.023 1.087
H -5.657 1.625 0.519
H -3.945 1.673 0.029
H -4.360 1.586 1.731
H -6.045 -0.484 -0.952
H -4.928 -1.851 -0.775
H -4.349 -0.351 -1.465
H -6.563 -0.528 1.605
H -5.195 -0.559 2.738
H -5.504 -1.957 1.709
Br -1.187 -6.451 -0.582
C -0.116 -5.710 -1.967
C 0.520 -6.590 -2.830
C 1.259 -6.081 -3.884
C 1.360 -4.715 -4.060
C 0.750 -3.842 -3.163
C -0.013 -4.342 -2.110
C 0.956 -2.370 -3.366
O 1.077 -1.900 -4.484
O 1.034 -1.701 -2.253
H 0.431 -7.655 -2.672
H 1.755 -6.758 -4.565
H 1.919 -4.311 -4.891
H -0.502 -3.662 -1.427
F 1.773 -2.188 2.241
C 1.199 -3.317 1.542
F 1.127 -2.764 0.226
F -0.134 -3.165 1.929
*
```

Computed properties:
**HOMO (alpha / beta)**: -5.62 / -5.68 eV
**LUMO energy (alpha / beta)**: -0.374 / 2.094 eV
**Orbital gap (alpha / beta)**: 0.193 / 0.286 hartree
**Energy**: -6030.75852 Ha

(2)
C23H28BrCl2N4O2Pd as an isolated structure at a distorted geometry, computed with ωB97M-V/def2-TZVPD.

The geometry in ORCA input format:
```
! wB97M-V def2-TZVPD RIJCOSX def2/J DEFGRID3
* xyz -1 1
Pd 0.091 -0.151 -0.284
O 0.693 1.626 -2.069
C 1.361 2.787 -1.900
C 1.554 3.632 -2.991
C 2.214 4.839 -2.856
C 2.685 5.219 -1.612
C 2.498 4.378 -0.530
C 1.856 3.155 -0.642
C 1.702 2.307 0.633
O 0.516 1.910 0.960
N 2.697 1.143 0.477
N 2.362 0.180 -0.339
C 2.892 -1.001 -0.197
C 2.654 -2.074 -1.081
Br 1.222 -1.785 -2.345
C 3.252 -3.294 -1.075
C 4.481 -3.636 -0.395
C 4.681 -4.943 0.068
C 5.880 -5.324 0.634
C 6.925 -4.421 0.740
C 6.752 -3.127 0.271
C 5.550 -2.736 -0.280
H 0.509 1.472 -3.004
H 1.169 3.324 -3.958
H 2.352 5.473 -3.722
H 3.189 6.165 -1.480
H 2.860 4.680 0.444
H 2.211 2.906 1.450
H 3.136 0.858 1.361
H 3.570 -1.211 0.642
H 2.793 -4.096 -1.637
H 3.878 -5.663 -0.024
H 6.012 -6.338 0.986
H 7.873 -4.728 1.160
H 7.577 -2.428 0.313
H 5.440 -1.740 -0.683
C -2.529 1.253 1.256
C -2.438 2.794 1.242
N -3.079 3.322 0.039
C -4.463 2.867 -0.032
C -4.518 1.320 -0.062
N -3.166 0.786 0.025
C -2.378 1.266 -1.110
C -2.340 2.810 -1.110
H -3.112 0.890 2.114
H -1.509 0.839 1.287
H -1.386 3.085 1.217
H -2.918 3.243 2.116
H -4.916 3.298 -0.931
H -4.993 3.268 0.836
H -4.963 0.951 -0.993
H -5.098 0.920 0.778
H -2.825 0.870 -2.031
H -1.348 0.854 -0.988
H -2.788 3.229 -2.018
H -1.314 3.172 -1.020
Cl -4.352 -2.111 -0.351
C -3.033 -2.187 0.839
Cl -1.461 -2.039 0.072
H -3.102 -3.156 1.332
H -3.175 -1.354 1.527
*
```

Computed properties:
**HOMO**: -3.08 eV
**LUMO energy**: 2.723 eV
**Orbital gap**: 0.213 hartree
**Energy**: -4884.91745 Ha

(3)
C23H28F9O3V as an isolated structure at a distorted geometry, computed with ωB97M-V/def2-TZVPD.

The geometry in ORCA input format:
```
! wB97M-V def2-TZVPD RIJCOSX def2/J DEFGRID3
* xyz 1 2
O 0.374 0.156 -5.257
C 0.327 1.450 -5.964
C 0.210 0.847 -7.357
H 1.248 2.021 -5.783
H -0.542 2.050 -5.671
C 0.316 -0.486 -6.574
H 1.039 1.051 -8.032
H -0.778 0.950 -7.818
C 1.566 -1.256 -6.960
H 2.461 -0.616 -6.934
H 1.453 -1.583 -8.007
H 1.681 -2.156 -6.337
C -0.912 -1.352 -6.773
H -1.830 -0.789 -6.563
H -0.857 -2.251 -6.143
H -0.944 -1.667 -7.829
V -0.464 -0.811 2.821
C -2.774 -0.623 3.300
C -2.213 0.689 3.208
C -1.665 0.858 1.883
H -2.270 1.456 3.968
C -1.942 -0.355 1.148
C -2.588 -1.272 2.046
H -2.940 -2.275 1.789
H -3.324 -1.024 4.155
H -1.193 1.760 1.494
H -1.797 -0.504 0.077
C 1.318 -2.283 3.394
C 0.439 -2.938 2.472
C 0.428 -2.183 1.257
H -0.075 -3.882 2.661
C 1.315 -1.053 1.427
C 1.861 -1.124 2.753
H 2.627 -0.473 3.154
H 1.609 -2.698 4.356
H -0.099 -2.463 0.347
H 1.595 -0.332 0.651
O 1.498 1.135 -1.349
C 0.428 0.407 -2.001
C -0.498 1.434 -2.688
H -0.115 -0.201 -1.257
H 0.862 -0.305 -2.742
C 0.405 2.670 -2.847
H -1.302 1.702 -1.974
H -0.933 1.103 -3.639
C 1.191 2.565 -1.534
H -0.183 3.583 -2.972
H 1.082 2.531 -3.708
H 0.504 2.881 -0.716
H 2.105 3.189 -1.477
F -0.211 2.457 5.632
C -0.650 1.393 6.348
F -0.472 1.651 7.673
F -1.988 1.299 6.129
C 0.091 0.089 5.862
O -0.114 -0.112 4.528
C 1.615 0.297 6.168
F 1.867 0.653 7.451
F 2.310 -0.843 5.913
F 2.108 1.262 5.356
C -0.433 -1.126 6.693
F -0.156 -1.026 8.015
F -1.778 -1.251 6.552
F 0.109 -2.279 6.224
*
```

Computed properties:
**HOMO (alpha / beta)**: -11.68 / -11.68 eV
**LUMO energy (alpha / beta)**: -5.090 / -4.606 eV
**⟨S²⟩**: 0.8073
**Orbital gap (alpha / beta)**: 0.242 / 0.260 hartree
**Energy**: -2961.46816 Ha

(4)
C23H28I2N6O5Yb as an isolated structure at a distorted geometry, computed with ωB97M-V/def2-TZVPD.

The geometry in ORCA input format:
```
! wB97M-V def2-TZVPD RIJCOSX def2/J DEFGRID3
* xyz 1 2
Yb -0.624 0.181 0.829
I -3.224 3.514 3.734
C -1.454 2.595 4.331
C -0.784 2.915 5.520
C 0.473 2.451 5.797
I 1.405 2.895 7.734
C 1.188 1.632 4.864
C 2.574 1.344 4.981
C 3.116 0.436 4.045
C 2.380 0.167 2.871
N 1.124 0.512 2.690
C 0.490 1.190 3.707
C -0.873 1.565 3.513
O -1.573 0.877 2.708
H -1.213 3.543 6.283
H 3.180 1.832 5.771
H 4.125 0.122 4.111
H 2.755 -0.479 2.071
O -1.850 2.249 -0.127
N -2.472 2.177 -1.233
N -2.131 1.076 -1.886
O -1.303 0.217 -1.320
C -2.636 0.852 -3.173
C -3.093 1.909 -4.055
C -3.640 1.480 -5.254
C -3.663 0.114 -5.664
C -3.012 -0.815 -4.874
C -2.577 -0.462 -3.605
H -3.084 2.932 -3.708
H -4.104 2.321 -5.800
H -4.287 -0.192 -6.464
H -2.924 -1.856 -5.227
H -2.048 -1.194 -3.007
N -3.656 -1.237 3.471
C -2.697 -2.328 3.167
C -1.739 -1.994 1.953
O -0.491 -1.993 2.018
O -2.302 -1.410 0.959
H -3.684 -1.053 4.490
H -4.594 -1.435 3.068
H -3.263 -0.334 3.090
H -3.224 -3.295 3.073
H -2.077 -2.398 4.043
C 3.760 1.236 -2.083
C 2.236 0.838 -2.026
N 2.052 -0.638 -2.227
C 2.684 -1.177 -3.444
C 4.101 -1.743 -3.389
C 1.587 -1.485 -1.272
C 1.331 -2.957 -1.689
N 1.277 -1.121 -0.066
H 3.939 2.170 -1.494
H 3.899 1.435 -3.180
H 4.411 0.474 -1.658
H 1.661 1.315 -2.806
H 1.648 1.035 -1.120
H 2.742 -0.390 -4.213
H 2.021 -1.954 -3.869
H 4.904 -0.985 -3.222
H 4.226 -2.273 -4.326
H 4.257 -2.426 -2.506
H 0.320 -2.948 -2.113
H 1.339 -3.595 -0.815
H 2.014 -3.415 -2.433
H 1.079 -2.017 0.460
*
```

Computed properties:
**HOMO (alpha / beta)**: -9.94 / -9.95 eV
**LUMO energy (alpha / beta)**: -2.852 / -2.852 eV
**⟨S²⟩**: 0.7508
**Orbital gap (alpha / beta)**: 0.261 / 0.261 hartree
**Energy**: -3351.87376 Ha

(5)
C23H28N3O4PS4Ti as an isolated structure, computed with ωB97M-V/def2-TZVPD.

The geometry in ORCA input format:
```
! wB97M-V def2-TZVPD RIJCOSX def2/J DEFGRID3
* xyz 0 3
Ti -0.386 -0.238 0.328
S -3.123 2.245 -0.705
C -1.843 3.477 -0.691
C -1.810 4.470 -1.664
C -0.833 5.449 -1.647
C 0.105 5.465 -0.626
C 0.081 4.488 0.355
C -0.871 3.473 0.310
S -0.909 2.171 1.527
C 0.793 2.221 2.196
C 1.207 0.857 2.636
C 1.626 0.576 3.909
C 2.190 -0.669 4.216
C 2.423 -1.543 3.137
C 1.991 -1.225 1.882
C 2.325 -2.026 0.669
S 0.810 -2.387 -0.307
C 1.362 -2.047 -1.963
C 1.787 -3.128 -2.726
C 2.240 -2.938 -4.018
C 2.255 -1.649 -4.541
C 1.818 -0.578 -3.785
C 1.350 -0.745 -2.475
S 0.787 0.678 -1.600
N 1.231 -0.094 1.621
H -2.568 4.463 -2.435
H -0.814 6.207 -2.419
H 0.858 6.240 -0.588
H 0.809 4.524 1.152
H 0.858 2.940 3.011
H 1.431 2.534 1.367
H 1.555 1.355 4.659
H 2.523 -0.903 5.215
H 2.981 -2.461 3.277
H 2.825 -2.960 0.920
H 2.954 -1.445 -0.009
H 1.746 -4.123 -2.301
H 2.566 -3.780 -4.613
H 2.606 -1.479 -5.551
H 1.826 0.420 -4.204
C -2.876 -0.280 3.827
C -2.522 -1.078 2.610
O -3.424 -1.920 2.221
O -1.449 -0.919 2.033
H -3.440 -0.885 4.533
H -3.509 0.551 3.510
H -1.973 0.121 4.279
N -2.528 0.459 -3.364
C -3.396 -0.654 -2.983
P -2.532 -1.751 -1.830
O -1.605 -2.684 -2.516
O -1.944 -0.849 -0.731
C -3.844 -2.720 -1.017
N -3.232 -3.499 0.075
H -1.553 0.184 -3.431
H -2.670 1.599 -1.814
H -2.807 0.847 -4.256
H -3.712 -1.293 -3.816
H -4.297 -0.259 -2.501
H -4.286 -3.364 -1.782
H -4.622 -2.071 -0.610
H -2.330 -3.861 -0.225
H -3.810 -4.304 0.292
H -3.152 -2.466 1.381
*
```

Computed properties:
**HOMO (alpha / beta)**: -5.09 / -7.30 eV
**LUMO energy (alpha / beta)**: 0.481 / 0.470 eV
**⟨S²⟩**: 2.0260
**Orbital gap (alpha / beta)**: 0.205 / 0.285 hartree
**Energy**: -4142.26001 Ha

(6)
A single C23H28N4O3 molecule, computed with ωB97M-V/def2-TZVPD.

The geometry in ORCA input format:
```
! wB97M-V def2-TZVPD RIJCOSX def2/J DEFGRID3
* xyz 0 1
C 0.340 2.549 2.967
O -0.212 1.950 1.823
C -0.424 2.735 0.709
C -0.022 4.051 0.579
C -0.279 4.742 -0.597
C -0.936 4.121 -1.640
C -1.349 2.804 -1.520
C -1.099 2.100 -0.353
N -1.474 0.774 -0.147
C -1.719 -0.176 -1.110
O -2.036 0.087 -2.253
N -1.579 -1.470 -0.674
C -1.945 -2.543 -1.574
C -3.274 -3.190 -1.163
N -3.726 -4.155 -2.149
C -2.991 -5.400 -2.078
C -5.152 -4.391 -2.054
C -1.033 -1.827 0.616
C 0.321 -1.215 0.886
C 1.175 -0.836 -0.090
C 2.418 -0.201 0.204
C 3.299 0.244 -0.788
C 4.483 0.870 -0.464
C 5.432 1.348 -1.520
C 4.798 1.057 0.888
C 3.952 0.631 1.885
C 2.752 -0.002 1.555
N 1.882 -0.434 2.518
C 0.655 -1.011 2.295
O -0.066 -1.310 3.232
H 0.301 1.785 3.743
H -0.245 3.417 3.288
H 1.380 2.851 2.799
H 0.500 4.549 1.381
H 0.041 5.770 -0.685
H -1.135 4.660 -2.553
H -1.858 2.304 -2.327
H -1.276 0.465 0.793
H -2.062 -2.113 -2.571
H -1.137 -3.280 -1.596
H -3.179 -3.645 -0.160
H -4.017 -2.393 -1.101
H -3.353 -6.070 -2.856
H -1.934 -5.214 -2.255
H -3.103 -5.903 -1.103
H -5.681 -3.450 -2.192
H -5.451 -5.074 -2.847
H -5.450 -4.827 -1.087
H -0.935 -2.917 0.644
H -1.705 -1.557 1.443
H 0.912 -0.982 -1.129
H 3.029 0.092 -1.823
H 5.595 2.421 -1.426
H 6.397 0.854 -1.413
H 5.044 1.142 -2.514
H 5.725 1.547 1.148
H 4.206 0.783 2.924
H 2.126 -0.285 3.491
*
```

Computed properties:
**HOMO**: -7.91 eV
**LUMO energy**: 0.121 eV
**Orbital gap**: 0.295 hartree
**Energy**: -1338.02939 Ha

(7)
A single C23H28N6O5 molecule at a distorted geometry, computed with ωB97M-V/def2-TZVPD.

The geometry in ORCA input format:
```
! wB97M-V def2-TZVPD RIJCOSX def2/J DEFGRID3
* xyz 0 1
C 1.501 3.203 3.112
C 2.797 2.479 3.444
O 3.231 1.850 2.254
C 4.322 1.034 2.273
C 5.203 0.883 3.330
C 6.284 0.020 3.212
C 6.491 -0.693 2.048
C 5.614 -0.556 0.983
C 4.532 0.299 1.088
N 3.582 0.493 0.078
C 3.390 -0.208 -1.053
O 4.078 -1.107 -1.486
C 2.117 0.266 -1.789
N 1.001 0.296 -0.892
N 0.795 1.351 -0.071
N -0.207 1.108 0.675
C -0.691 -0.122 0.397
C -1.867 -0.760 0.981
O -2.151 -1.924 0.725
N -2.568 0.031 1.832
C -3.954 -0.236 2.115
C -4.871 0.425 1.062
C -4.457 -0.061 -0.297
C -4.947 -1.247 -0.814
C -4.428 -1.765 -1.985
C -3.395 -1.137 -2.669
O -2.834 -1.652 -3.816
C -3.252 -2.918 -4.258
C -2.903 0.079 -2.165
O -1.895 0.848 -2.675
C -1.195 0.466 -3.836
C -3.456 0.594 -0.997
C 0.098 -0.672 -0.620
N -0.056 -1.845 -1.278
H 1.694 4.008 2.409
H 1.062 3.613 4.016
H 0.803 2.510 2.647
H 2.630 1.724 4.223
H 3.558 3.189 3.798
H 5.056 1.431 4.247
H 6.964 -0.088 4.044
H 7.333 -1.361 1.963
H 5.757 -1.114 0.072
H 2.879 1.190 0.326
H 2.280 1.280 -2.165
H 1.910 -0.403 -2.626
H -2.263 0.993 1.874
H -4.197 0.128 3.117
H -4.080 -1.321 2.079
H -5.905 0.152 1.276
H -4.771 1.510 1.127
H -5.726 -1.786 -0.296
H -4.828 -2.695 -2.357
H -2.633 -3.141 -5.125
H -4.305 -2.916 -4.561
H -3.094 -3.685 -3.493
H -1.853 0.410 -4.705
H -0.692 -0.494 -3.704
H -0.455 1.252 -3.991
H -3.050 1.528 -0.641
H 0.767 -2.306 -1.633
H -0.751 -2.434 -0.831
*
```

Computed properties:
**HOMO**: -7.94 eV
**LUMO energy**: 0.689 eV
**Orbital gap**: 0.317 hartree
**Energy**: -1597.98923 Ha

Copy entry 6 word for word.
A single C23H28N4O3 molecule, computed with ωB97M-V/def2-TZVPD.

The geometry in ORCA input format:
```
! wB97M-V def2-TZVPD RIJCOSX def2/J DEFGRID3
* xyz 0 1
C 0.340 2.549 2.967
O -0.212 1.950 1.823
C -0.424 2.735 0.709
C -0.022 4.051 0.579
C -0.279 4.742 -0.597
C -0.936 4.121 -1.640
C -1.349 2.804 -1.520
C -1.099 2.100 -0.353
N -1.474 0.774 -0.147
C -1.719 -0.176 -1.110
O -2.036 0.087 -2.253
N -1.579 -1.470 -0.674
C -1.945 -2.543 -1.574
C -3.274 -3.190 -1.163
N -3.726 -4.155 -2.149
C -2.991 -5.400 -2.078
C -5.152 -4.391 -2.054
C -1.033 -1.827 0.616
C 0.321 -1.215 0.886
C 1.175 -0.836 -0.090
C 2.418 -0.201 0.204
C 3.299 0.244 -0.788
C 4.483 0.870 -0.464
C 5.432 1.348 -1.520
C 4.798 1.057 0.888
C 3.952 0.631 1.885
C 2.752 -0.002 1.555
N 1.882 -0.434 2.518
C 0.655 -1.011 2.295
O -0.066 -1.310 3.232
H 0.301 1.785 3.743
H -0.245 3.417 3.288
H 1.380 2.851 2.799
H 0.500 4.549 1.381
H 0.041 5.770 -0.685
H -1.135 4.660 -2.553
H -1.858 2.304 -2.327
H -1.276 0.465 0.793
H -2.062 -2.113 -2.571
H -1.137 -3.280 -1.596
H -3.179 -3.645 -0.160
H -4.017 -2.393 -1.101
H -3.353 -6.070 -2.856
H -1.934 -5.214 -2.255
H -3.103 -5.903 -1.103
H -5.681 -3.450 -2.192
H -5.451 -5.074 -2.847
H -5.450 -4.827 -1.087
H -0.935 -2.917 0.644
H -1.705 -1.557 1.443
H 0.912 -0.982 -1.129
H 3.029 0.092 -1.823
H 5.595 2.421 -1.426
H 6.397 0.854 -1.413
H 5.044 1.142 -2.514
H 5.725 1.547 1.148
H 4.206 0.783 2.924
H 2.126 -0.285 3.491
*
```

Computed properties:
**HOMO**: -7.91 eV
**LUMO energy**: 0.121 eV
**Orbital gap**: 0.295 hartree
**Energy**: -1338.02939 Ha